Arrangement A

{
  "formula": "C6H16",
  "method": "ωB97M-V/def2-TZVPD",
  "charge": 0,
  "smiles": "CC(C)C.CC",
  "e_lumo_ev": 1.07,
  "species": ["C", "C", "C", "C", "H", "H", "H", "H", "H", "H", "H", "H", "H", "H", "C", "C", "H", "H", "H", "H", "H", "H"],
  "xyz": [[1.52, -0.87, -0.01], [0.09, -0.96, 0.62], [-0.80, -1.89, -0.19], [0.30, -1.40, 2.07], [1.49, -1.12, -1.07], [2.17, -1.64, 0.43], [1.99, 0.10, 0.11], [-0.23, 0.08, 0.56], [-0.88, -2.88, 0.27], [-1.82, -1.52, -0.22], [-0.43, -2.09, -1.20], [-0.59, -1.22, 2.68], [0.68, -2.42, 2.11], [1.03, -0.72, 2.52], [-1.28, 2.16, -1.39], [0.11, 2.51, -0.77], [-1.98, 2.99, -1.33], [-1.00, 1.85, -2.40], [-1.68, 1.28, -0.88], [0.14, 2.34, 0.31], [0.32, 3.57, -0.91], [0.83, 1.88, -1.30]],
  "lowdin_charge": [-0.0921, -0.4654, -0.0815, -0.0956, 0.0647, 0.0714, 0.0614, 0.0876, 0.0726, 0.0696, 0.0669, 0.0745, 0.0786, 0.0759, -0.1454, -0.1669, 0.0577, 0.0596, 0.0430, 0.0536, 0.0584, 0.0516]
}

Arrangement B

{
  "formula": "C6H16",
  "method": "ωB97M-V/def2-TZVPD",
  "charge": 0,
  "smiles": "CC(C)C.CC",
  "e_lumo_ev": 1.07,
  "species": ["C", "C", "C", "C", "H", "H", "H", "H", "H", "H", "H", "H", "H", "H", "C", "C", "H", "H", "H", "H", "H", "H"],
  "xyz": [[0.28, -0.17, 1.96], [0.30, -1.26, 0.86], [0.19, -2.62, 1.58], [-0.94, -1.04, -0.04], [-0.11, 0.77, 1.41], [1.19, 0.20, 2.46], [-0.40, -0.45, 2.76], [1.12, -1.26, 0.24], [-0.59, -2.69, 2.22], [-0.33, -3.14, 0.70], [0.96, -3.35, 1.81], [-1.68, -0.68, 0.77], [-0.89, -0.26, -0.88], [-1.50, -1.90, -0.46], [0.28, 3.15, -1.87], [0.07, 1.68, -2.22], [0.84, 3.15, -0.97], [1.10, 3.53, -2.42], [-0.68, 3.68, -2.02], [-0.82, 1.76, -2.92], [0.83, 1.28, -2.88], [-0.10, 0.95, -1.47]],
  "lowdin_charge": [-0.0970, -0.4556, -0.0793, -0.0983, 0.0927, 0.0677, 0.0671, 0.0943, 0.0252, 0.0827, 0.0761, 0.1026, 0.0571, 0.0719, -0.1562, -0.1629, 0.0473, 0.0491, 0.0777, 0.0906, 0.0611, -0.0138]
}

Arrangement C

{
  "formula": "C6H16",
  "method": "ωB97M-V/def2-TZVPD",
  "charge": 0,
  "smiles": "CC(C)C.CC",
  "e_lumo_ev": 1.04,
  "species": ["C", "C", "C", "C", "H", "H", "H", "H", "H", "H", "H", "H", "H", "H", "C", "C", "H", "H", "H", "H", "H", "H"],
  "xyz": [[1.81, -2.28, -1.10], [0.47, -1.63, -1.56], [-0.54, -1.72, -0.36], [0.80, -0.13, -1.95], [2.40, -2.79, -1.84], [1.73, -3.14, -0.38], [2.45, -1.46, -0.77], [0.05, -2.12, -2.42], [-0.92, -2.74, -0.49], [-0.11, -1.50, 0.60], [-1.42, -1.00, -0.56], [1.73, -0.11, -2.55], [-0.05, 0.32, -2.50], [0.94, 0.49, -1.04], [-0.52, 2.79, 1.87], [-1.88, 2.25, 2.37], [-0.66, 3.69, 1.28], [0.39, 2.93, 2.52], [-0.08, 2.09, 1.13], [-1.82, 1.84, 3.45], [-2.05, 1.28, 1.90], [-2.71, 2.94, 2.39]],
  "lowdin_charge": [-0.1040, -0.4455, -0.1004, -0.0942, 0.0532, 0.0862, 0.0654, 0.1070, 0.0666, 0.0622, 0.0951, 0.0703, 0.0703, 0.0675, -0.1816, -0.1713, 0.0519, 0.0767, 0.0417, 0.0865, 0.0463, 0.0501]
}

Arrangement D

{
  "formula": "C6H16",
  "method": "ωB97M-V/def2-TZVPD",
  "charge": 0,
  "smiles": "CC(C)C.CC",
  "e_lumo_ev": 0.98,
  "species": ["C", "C", "C", "C", "H", "H", "H", "H", "H", "H", "H", "H", "H", "H", "C", "C", "H", "H", "H", "H", "H", "H"],
  "xyz": [[1.49, -2.10, 0.31], [0.73, -0.92, 0.82], [-0.76, -1.21, 1.32], [1.41, 0.05, 1.75], [1.73, -2.87, 1.09], [2.43, -1.91, -0.16], [0.85, -2.56, -0.42], [0.60, -0.37, -0.10], [-0.80, -1.73, 2.26], [-1.28, -0.28, 1.54], [-1.27, -1.80, 0.61], [2.27, 0.46, 1.21], [0.78, 0.87, 1.92], [1.81, -0.30, 2.69], [-1.17, 1.99, -1.12], [-1.43, 1.77, -2.58], [-0.08, 2.06, -1.05], [-1.66, 2.70, -0.52], [-1.25, 1.09, -0.54], [-1.56, 2.68, -3.14], [-0.53, 1.22, -3.11], [-2.30, 1.15, -2.79]],
  "lowdin_charge": [-0.0968, -0.4756, -0.0584, -0.0865, 0.0935, 0.0678, 0.0678, 0.0949, 0.0647, 0.0647, 0.0476, 0.0788, 0.0535, 0.0768, -0.1778, -0.1788, 0.0661, 0.0496, 0.0362, 0.0502, 0.1050, 0.0567]
}

The computed energies, referenced to the most stable structure and given in kcal/mol, are arrangement A 0.0; arrangement B 45.3; arrangement C 12.9; arrangement D 8.7.

Arrangement A

{
  "formula": "C6H16",
  "method": "ωB97M-V/def2-TZVPD",
  "charge": 0,
  "smiles": "CCC.CCC",
  "e_lumo_ev": 1.18,
  "species": ["C", "C", "C", "H", "H", "H", "H", "H", "H", "H", "H", "C", "C", "C", "H", "H", "H", "H", "H", "H", "H", "H"],
  "xyz": [[1.22, -0.65, -1.29], [-0.10, -0.75, -2.07], [-0.49, 0.59, -2.70], [2.04, -0.51, -1.99], [1.36, -1.53, -0.67], [1.18, 0.22, -0.64], [0.06, -1.44, -2.90], [-0.94, -1.11, -1.47], [-0.77, 1.33, -1.94], [0.32, 0.98, -3.31], [-1.35, 0.48, -3.37], [-1.17, 1.06, 1.77], [-0.55, -0.31, 2.02], [0.96, -0.29, 2.31], [-1.45, 1.32, 0.76], [-0.48, 1.84, 2.09], [-2.08, 1.27, 2.35], [-1.08, -0.80, 2.84], [-0.74, -0.99, 1.19], [1.37, 0.64, 1.88], [1.24, -0.26, 3.36], [1.45, -1.10, 1.79]],
  "lowdin_charge": [-0.1218, -0.3164, -0.1275, 0.0728, 0.0621, 0.0607, 0.0945, 0.0900, 0.0617, 0.0666, 0.0652, -0.1204, -0.3056, -0.1224, 0.0530, 0.0636, 0.0671, 0.0939, 0.0823, 0.0624, 0.0670, 0.0513]
}

Arrangement B

{
  "formula": "C6H16",
  "method": "ωB97M-V/def2-TZVPD",
  "charge": 0,
  "smiles": "CC(C)C.CC",
  "e_lumo_ev": 0.99,
  "species": ["C", "C", "C", "C", "H", "H", "H", "H", "H", "H", "H", "H", "H", "H", "C", "C", "H", "H", "H", "H", "H", "H"],
  "xyz": [[-2.02, -0.16, 0.67], [-0.74, 0.78, 0.49], [-0.66, 1.76, -0.80], [-0.58, 1.62, 1.78], [-1.68, -1.12, 0.19], [-3.03, 0.15, 0.11], [-2.19, -0.52, 1.66], [0.21, 0.23, 0.44], [0.14, 1.47, -1.47], [-1.61, 1.62, -1.32], [-0.45, 2.81, -0.66], [-0.91, 1.09, 2.64], [0.43, 1.91, 1.83], [-1.39, 2.51, 1.80], [2.33, -1.90, -1.50], [1.35, -1.75, -0.35], [3.09, -1.10, -1.50], [2.80, -2.79, -1.46], [1.78, -1.75, -2.42], [0.47, -1.10, -0.54], [0.80, -2.72, 0.02], [1.85, -1.06, 0.40]],
  "lowdin_charge": [-0.0786, -0.4340, -0.0594, -0.1073, 0.0587, 0.1163, 0.0446, 0.0535, 0.0515, 0.0624, 0.0575, 0.0359, 0.0481, 0.1285, -0.1634, -0.1825, 0.0757, 0.0207, 0.0643, 0.0179, 0.1096, 0.0802]
}

Arrangement C

{
  "formula": "C6H16",
  "method": "ωB97M-V/def2-TZVPD",
  "charge": 0,
  "smiles": "CCC.CCC",
  "e_lumo_ev": 1.12,
  "species": ["C", "C", "C", "H", "H", "H", "H", "H", "H", "H", "H", "C", "C", "C", "H", "H", "H", "H", "H", "H", "H", "H"],
  "xyz": [[0.93, -1.26, -1.22], [-0.46, -0.95, -1.79], [-0.50, 0.21, -2.79], [1.62, -1.31, -2.06], [0.92, -2.20, -0.67], [1.18, -0.43, -0.56], [-0.98, -1.82, -2.19], [-1.09, -0.66, -0.94], [-0.80, -0.10, -3.79], [-1.22, 0.97, -2.48], [0.42, 0.79, -2.82], [-1.04, 1.35, 1.69], [-0.25, 0.08, 1.92], [1.22, 0.37, 2.27], [-2.12, 1.25, 1.55], [-0.61, 1.93, 0.86], [-0.99, 2.04, 2.53], [-0.74, -0.75, 2.44], [-0.25, -0.45, 0.97], [1.79, 0.28, 1.39], [1.42, 1.21, 2.92], [1.54, -0.55, 2.76]],
  "lowdin_charge": [-0.1160, -0.3147, -0.1163, 0.0733, 0.0745, 0.0440, 0.0970, 0.0745, 0.0626, 0.0631, 0.0679, -0.1308, -0.3126, -0.0976, 0.0679, 0.0739, 0.0633, 0.1040, 0.0471, 0.0342, 0.0713, 0.0695]
}

The computed energies, referenced to the most stable structure and given in kcal/mol, are arrangement A 0.0; arrangement B 39.6; arrangement C 11.2.

Arrangement A

{
  "formula": "C2H5IN2OS",
  "method": "ωB97M-V/def2-TZVPD",
  "charge": 0,
  "e_lumo_ev": [-1.10, -1.24],
  "species": ["C", "C", "N", "N", "O", "S", "I", "H", "H", "H", "H", "H"],
  "xyz": [[-1.78, 0.49, 0.57], [1.36, -0.28, -0.70], [-0.84, 0.91, -0.67], [0.59, -1.17, -0.02], [0.61, 1.55, 1.17], [0.60, 1.53, -0.26], [-3.36, -0.59, 0.02], [-1.22, 0.36, 1.46], [2.44, -0.27, -0.39], [1.39, -0.37, -1.83], [0.54, -0.78, 0.97], [-0.34, -1.39, -0.33]],
  "lowdin_charge": [-0.7140, -0.3760, -0.3513, -0.0507, -0.5448, 0.7911, 0.9107, -0.0188, 0.1051, 0.1055, 0.1037, 0.0394]
}

Arrangement B

{
  "formula": "C2H5IN2OS",
  "method": "ωB97M-V/def2-TZVPD",
  "charge": 0,
  "e_lumo_ev": 0.20,
  "species": ["C", "C", "N", "N", "O", "S", "I", "H", "H", "H", "H", "H"],
  "xyz": [[0.68, -1.84, -0.07], [-1.06, 0.96, -0.03], [-0.36, -1.53, 0.53], [0.02, 1.59, -0.69], [1.03, 0.34, 1.49], [-0.35, -0.19, 1.55], [0.84, -3.32, -1.57], [1.55, -1.25, -0.06], [-1.64, 1.65, 0.40], [-1.68, 0.37, -0.70], [0.18, 2.34, 0.01], [0.79, 0.89, -0.84]],
  "lowdin_charge": [-0.7956, -0.3275, -0.3007, -0.0038, -0.5739, 0.9176, 0.7695, 0.0076, 0.0289, 0.0843, 0.1018, 0.0918]
}

The computed energies, referenced to the most stable structure and given in kcal/mol, are arrangement A 53.3; arrangement B 0.0.

Arrangement A

{
  "formula": "C4H9N4",
  "method": "ωB97M-V/def2-TZVPD",
  "charge": 1,
  "e_lumo_ev": -2.91,
  "species": ["C", "C", "C", "C", "N", "N", "N", "N", "H", "H", "H", "H", "H", "H", "H", "H", "H"],
  "xyz": [[1.26, 1.39, 0.77], [1.73, 0.13, 0.57], [0.12, -0.58, -0.16], [-2.00, 0.68, -0.55], [-0.09, 1.62, 0.42], [-0.61, 0.51, -0.19], [2.82, -0.72, 0.75], [-0.21, -1.89, -0.36], [1.70, 2.23, 1.39], [-1.98, 1.29, -1.49], [-2.46, -0.27, -0.80], [-2.47, 1.08, 0.41], [-0.54, 2.49, 0.10], [3.60, -0.36, 0.24], [2.57, -1.61, 0.38], [0.58, -2.60, -0.35], [-1.04, -2.17, -0.82]],
  "lowdin_charge": [-0.0526, -0.0947, -0.0916, 0.0259, 0.0279, -0.1738, 0.1022, 0.1635, 0.1562, 0.1265, 0.0873, 0.1371, 0.1756, 0.0999, 0.0677, 0.1464, 0.0964]
}

Arrangement B

{
  "formula": "C4H9N4",
  "method": "ωB97M-V/def2-TZVPD",
  "charge": 1,
  "smiles": "Cc1n[n+](C)cn1N",
  "e_lumo_ev": -3.41,
  "species": ["C", "C", "N", "N", "C", "C", "N", "N", "H", "H", "H", "H", "H", "H", "H", "H", "H"],
  "xyz": [[-1.88, 1.61, -0.10], [-0.69, 0.71, -0.02], [0.58, 1.12, -0.16], [1.31, 0.01, -0.03], [2.76, -0.06, -0.28], [0.53, -1.04, 0.20], [-0.72, -0.61, 0.14], [-1.84, -1.45, 0.20], [-1.45, 2.54, 0.03], [-2.29, 1.50, -1.17], [-2.63, 1.48, 0.67], [3.08, -1.11, 0.09], [3.04, 0.36, -1.26], [3.31, 0.66, 0.44], [0.81, -2.10, 0.25], [-1.51, -2.29, -0.05], [-2.41, -1.32, 1.04]],
  "lowdin_charge": [0.0328, -0.2726, 0.2000, -0.1474, 0.0171, 0.0150, -0.0609, 0.1862, 0.0511, 0.1425, 0.0923, 0.1309, 0.1089, 0.1265, 0.1780, 0.0527, 0.1469]
}

Arrangement C

{
  "formula": "C4H9N4",
  "method": "ωB97M-V/def2-TZVPD",
  "charge": 1,
  "e_lumo_ev": -4.76,
  "species": ["C", "C", "C", "C", "N", "N", "N", "N", "H", "H", "H", "H", "H", "H", "H", "H", "H"],
  "xyz": [[2.00, 0.28, -2.52], [2.19, 0.47, -1.22], [0.31, 0.20, 1.57], [-1.72, -0.16, 0.20], [0.79, -0.20, -2.99], [-0.01, -0.43, -1.97], [0.43, -0.22, -0.75], [-0.29, -0.32, 0.36], [2.85, 0.54, -3.23], [2.73, 0.81, -0.39], [-0.05, -0.52, 2.36], [1.37, 0.24, 1.36], [-0.25, 1.16, 1.99], [-2.08, -1.11, 0.11], [-1.94, 0.24, 1.14], [-2.14, 0.36, -0.59], [-1.04, -0.53, -2.05]],
  "lowdin_charge": [-0.1632, 0.2468, -0.0066, 0.0052, 0.0667, 0.0131, 0.0388, -0.2065, 0.1634, 0.0684, 0.1178, 0.0729, 0.1434, 0.0829, 0.0774, 0.0851, 0.1945]
}

The computed energies, referenced to the most stable structure and given in kcal/mol, are arrangement A 21.0; arrangement B 0.0; arrangement C 114.7.